No. 1
{
  "formula": "C37H37F5P2Ti",
  "method": "wB97M-V/def2-TZVPD",
  "lumo_energy_ev": [-0.0465, -0.4580],
  "e_above_lowest_kj_mol": 420.19,
  "homo_ev": [-6.907, -7.640],
  "spin_multiplicity": 3,
  "homo_lumo_gap_ev": [6.86, 7.18],
  "symbols": ["Ti", "C", "C", "C", "C", "C", "C", "C", "C", "C", "H", "H", "H", "H", "H", "H", "H", "H", "H", "H", "H", "H", "H", "H", "H", "P", "P", "C", "C", "C", "C", "C", "C", "C", "C", "C", "C", "C", "C", "C", "C", "C", "C", "C", "C", "C", "C", "C", "C", "C", "C", "C", "C", "H", "H", "H", "H", "H", "H", "H", "H", "H", "H", "H", "H", "H", "H", "H", "H", "H", "H", "H", "H", "H", "H", "F", "C", "F", "C", "F", "F", "F"],
  "xyz": [[0.893, -0.741, 1.520], [-2.291, 0.549, 5.188], [-3.181, 0.425, 4.176], [-3.478, 1.488, 3.165], [-2.196, 1.847, 2.373], [-1.173, 2.739, 3.028], [-1.040, 2.967, 4.330], [-2.183, 3.026, 5.289], [-2.304, 1.737, 6.121], [2.630, -1.905, 1.428], [-1.709, -0.311, 5.527], [-3.755, -0.495, 4.042], [-3.862, 2.437, 3.555], [-4.238, 1.102, 2.467], [-1.765, 0.880, 2.048], [-2.493, 2.391, 1.463], [-0.376, 3.089, 2.338], [-0.105, 3.269, 4.811], [-3.103, 3.177, 4.713], [-2.149, 3.909, 5.946], [-1.477, 1.645, 6.845], [-3.250, 1.832, 6.691], [3.107, -2.434, 2.261], [3.337, -1.142, 1.043], [2.335, -2.621, 0.640], [-0.132, -1.752, -2.181], [1.374, 0.547, -1.878], [-1.097, -0.234, -2.503], [-0.307, 0.876, -2.489], [-0.438, -2.861, -3.627], [-1.461, -2.577, -4.543], [-1.886, -3.547, -5.457], [-1.236, -4.785, -5.514], [-0.147, -5.043, -4.672], [0.251, -4.090, -3.737], [-1.046, -2.534, -0.858], [-0.586, -1.998, 0.396], [-1.171, -2.478, 1.580], [-2.241, -3.392, 1.506], [-2.797, -3.732, 0.278], [-2.212, -3.302, -0.922], [2.245, 0.859, -3.586], [2.056, -0.098, -4.607], [2.467, 0.144, -5.922], [3.131, 1.326, -6.239], [3.424, 2.248, -5.225], [2.986, 2.003, -3.909], [1.747, 2.147, -1.063], [3.009, 2.294, -0.453], [3.370, 3.532, 0.088], [2.483, 4.612, 0.032], [1.201, 4.439, -0.501], [0.824, 3.194, -1.018], [-2.174, -0.257, -2.687], [-0.592, 1.862, -2.858], [-1.971, -1.615, -4.498], [-2.747, -3.355, -6.102], [-1.587, -5.559, -6.196], [0.372, -6.008, -4.727], [1.064, -4.309, -3.039], [-0.155, -0.871, 0.180], [-0.836, -2.100, 2.560], [-2.661, -3.830, 2.425], [-3.700, -4.350, 0.241], [-2.698, -3.558, -1.866], [1.557, -1.037, -4.378], [2.251, -0.593, -6.705], [3.445, 1.524, -7.267], [3.974, 3.159, -5.459], [3.222, 2.749, -3.148], [3.704, 1.453, -0.434], [4.358, 3.651, 0.534], [2.782, 5.591, 0.415], [0.490, 5.259, -0.537], [-0.179, 3.082, -1.419], [0.505, -2.142, 4.217], [1.013, -0.924, 3.734], [0.113, 0.090, 4.127], [2.312, -0.691, 4.508], [2.047, -0.634, 5.844], [3.180, -1.722, 4.354], [2.926, 0.480, 4.198]]
}

No. 2
{
  "formula": "C37H39AgF5N3O4P2S",
  "method": "wB97M-V/def2-TZVPD",
  "lumo_energy_ev": -0.3232,
  "homo_ev": -8.072,
  "homo_lumo_gap_ev": 7.75,
  "symbols": ["Ag", "C", "C", "P", "C", "C", "C", "C", "C", "C", "C", "C", "C", "C", "C", "C", "C", "P", "C", "C", "C", "C", "C", "C", "C", "C", "C", "C", "C", "C", "H", "H", "H", "H", "H", "H", "H", "H", "H", "H", "H", "H", "H", "H", "H", "H", "H", "H", "H", "H", "H", "H", "H", "H", "H", "H", "C", "C", "S", "O", "O", "C", "C", "N", "C", "N", "C", "C", "N", "O", "O", "C", "H", "H", "H", "H", "H", "H", "H", "H", "H", "H", "H", "H", "H", "F", "C", "F", "C", "F", "F", "F"],
  "xyz": [[-0.859, 0.101, 0.467], [2.000, 3.183, 1.322], [0.829, 3.574, 0.413], [-0.668, 2.567, 0.738], [-1.894, 3.170, -0.468], [-1.600, 4.010, -1.536], [-2.595, 4.375, -2.437], [-3.892, 3.917, -2.268], [-4.197, 3.087, -1.196], [-3.204, 2.710, -0.306], [-1.273, 3.240, 2.321], [-1.433, 4.613, 2.517], [-1.896, 5.098, 3.729], [-2.211, 4.212, 4.754], [-2.071, 2.848, 4.561], [-1.602, 2.360, 3.347], [2.404, 1.712, 1.130], [1.687, 0.563, 2.408], [1.594, -1.009, 1.470], [0.912, -2.066, 2.078], [0.870, -3.320, 1.486], [1.469, -3.527, 0.253], [2.135, -2.484, -0.378], [2.212, -1.245, 0.238], [3.205, 0.284, 3.412], [3.315, 0.997, 4.605], [4.458, 0.897, 5.388], [5.496, 0.067, 4.995], [5.389, -0.661, 3.817], [4.253, -0.553, 3.029], [1.740, 3.383, 2.366], [2.842, 3.835, 1.085], [1.107, 3.383, -0.628], [0.609, 4.640, 0.502], [-0.595, 4.384, -1.682], [-2.351, 5.025, -3.268], [-4.666, 4.209, -2.967], [-5.207, 2.723, -1.054], [-3.445, 2.042, 0.516], [-1.210, 5.305, 1.713], [-2.021, 6.163, 3.874], [-2.574, 4.591, 5.702], [-2.327, 2.156, 5.353], [-1.498, 1.292, 3.191], [3.489, 1.597, 1.129], [2.041, 1.386, 0.152], [0.417, -1.903, 3.030], [0.345, -4.127, 1.979], [1.420, -4.501, -0.218], [2.590, -2.642, -1.346], [2.791, -0.466, -0.242], [2.494, 1.631, 4.923], [4.532, 1.460, 6.310], [6.384, -0.019, 5.607], [6.195, -1.318, 3.512], [4.174, -1.130, 2.115], [0.445, -6.304, -2.415], [-0.607, -5.226, -2.644], [-0.039, -4.118, -3.914], [1.078, -3.371, -3.387], [0.116, -4.841, -5.147], [-1.416, -2.991, -4.103], [-0.990, -1.689, -4.783], [-0.352, -0.757, -3.854], [-0.984, -0.225, -2.780], [-0.134, 0.367, -1.951], [1.099, 0.214, -2.512], [0.984, -0.470, -3.678], [2.033, -0.793, -4.588], [3.166, -0.623, -4.188], [1.736, -1.184, -5.703], [-2.456, -0.268, -2.584], [0.108, -6.981, -1.631], [1.392, -5.861, -2.110], [0.613, -6.882, -3.323], [-0.779, -4.616, -1.754], [-1.555, -5.645, -2.987], [-1.828, -2.804, -3.112], [-2.159, -3.513, -4.705], [-1.879, -1.203, -5.181], [-0.312, -1.874, -5.609], [2.001, 0.615, -2.084], [-2.988, -0.266, -3.536], [-2.750, 0.610, -2.014], [-2.767, -1.136, -2.006], [-3.129, -0.712, 2.249], [-2.709, -1.011, 0.952], [-3.796, -0.608, 0.156], [-2.801, -2.538, 0.880], [-4.041, -3.023, 1.046], [-2.027, -3.126, 1.799], [-2.381, -2.966, -0.342]]
}

No. 3
{
  "formula": "C37H39N2O3P3RhS2Se",
  "method": "wB97M-V/def2-TZVPD",
  "lumo_energy_ev": [-2.1229, -5.4727],
  "homo_ev": [-9.484, -10.649],
  "spin_multiplicity": 5,
  "homo_lumo_gap_ev": [7.36, 5.18],
  "total_charge": 1,
  "symbols": ["Rh", "S", "P", "C", "P", "S", "C", "C", "C", "C", "C", "C", "C", "C", "C", "C", "C", "C", "C", "C", "C", "C", "C", "C", "C", "C", "C", "C", "C", "C", "H", "H", "H", "H", "H", "H", "H", "H", "H", "H", "H", "H", "H", "H", "H", "H", "H", "H", "H", "H", "C", "C", "O", "P", "O", "C", "C", "O", "C", "C", "H", "H", "H", "H", "H", "H", "H", "H", "H", "H", "H", "H", "H", "H", "H", "Se", "N", "C", "C", "C", "C", "C", "C", "N", "H", "H", "H", "H"],
  "xyz": [[0.660, -0.887, 0.252], [-1.328, -2.771, -0.163], [-2.200, -1.016, -0.503], [-1.137, 0.188, 0.199], [-0.997, 0.580, 1.899], [0.205, -0.897, 2.580], [-2.419, 0.718, 2.985], [-3.006, -0.451, 3.471], [-4.111, -0.369, 4.304], [-4.625, 0.874, 4.657], [-4.042, 2.038, 4.177], [-2.937, 1.964, 3.338], [-0.158, 2.176, 1.945], [-0.083, 2.982, 0.813], [0.594, 4.195, 0.869], [1.201, 4.596, 2.052], [1.128, 3.789, 3.184], [0.448, 2.583, 3.133], [-3.848, -0.903, 0.222], [-4.430, 0.350, 0.416], [-5.692, 0.450, 0.980], [-6.378, -0.701, 1.348], [-5.805, -1.949, 1.154], [-4.538, -2.054, 0.593], [-2.364, -0.648, -2.260], [-2.672, 0.652, -2.667], [-2.807, 0.945, -4.014], [-2.630, -0.058, -4.961], [-2.324, -1.350, -4.561], [-2.190, -1.649, -3.209], [-2.596, -1.417, 3.198], [-4.571, -1.275, 4.680], [-5.483, 0.934, 5.318], [-4.442, 3.004, 4.460], [-2.482, 2.873, 2.962], [-0.545, 2.656, -0.112], [0.648, 4.826, -0.011], [1.734, 5.539, 2.094], [1.602, 4.104, 4.106], [0.398, 1.948, 4.010], [-3.891, 1.252, 0.149], [-6.137, 1.424, 1.139], [-7.363, -0.621, 1.794], [-6.342, -2.844, 1.442], [-4.079, -3.025, 0.454], [-2.788, 1.440, -1.931], [-3.046, 1.953, -4.329], [-2.729, 0.172, -6.015], [-2.186, -2.129, -5.301], [-1.943, -2.654, -2.886], [5.533, -1.765, -1.701], [4.107, -1.474, -1.317], [4.116, -0.732, -0.075], [2.817, -0.093, 0.591], [3.338, 0.113, 2.075], [3.694, -1.021, 2.909], [5.015, -0.725, 3.575], [2.748, 1.397, 0.058], [3.905, 2.285, 0.082], [4.439, 2.471, -1.317], [5.557, -2.427, -2.569], [6.053, -2.254, -0.876], [6.065, -0.845, -1.950], [3.543, -2.396, -1.171], [3.605, -0.882, -2.084], [3.763, -1.926, 2.301], [2.892, -1.151, 3.633], [5.813, -0.639, 2.835], [5.268, -1.528, 4.271], [4.954, 0.210, 4.134], [4.657, 1.873, 0.755], [3.542, 3.217, 0.505], [4.951, 1.572, -1.667], [5.148, 3.301, -1.338], [3.625, 2.696, -2.007], [0.816, 0.837, -2.674], [0.934, -0.775, -1.740], [1.093, -1.757, -2.663], [1.237, -3.104, -2.373], [1.390, -4.052, -3.437], [1.387, -3.635, -4.725], [1.232, -2.241, -5.045], [1.097, -1.314, -4.035], [0.956, 0.018, -4.266], [1.225, -3.432, -1.345], [1.504, -5.103, -3.203], [1.501, -4.355, -5.526], [1.211, -1.902, -6.074]]
}

No. 4
{
  "formula": "C37H39N9O2Pb",
  "method": "wB97M-V/def2-TZVPD",
  "lumo_energy_ev": 4.5656,
  "e_above_lowest_kj_mol": 52.08,
  "homo_ev": -0.767,
  "homo_lumo_gap_ev": 5.33,
  "total_charge": -2,
  "symbols": ["Pb", "C", "C", "C", "N", "C", "C", "C", "C", "C", "C", "C", "N", "C", "C", "C", "N", "C", "C", "C", "C", "C", "C", "C", "N", "C", "C", "H", "H", "H", "H", "H", "H", "H", "H", "H", "H", "H", "H", "H", "H", "H", "H", "H", "H", "H", "H", "H", "H", "H", "H", "H", "H", "N", "C", "N", "C", "N", "C", "C", "N", "C", "C", "N", "H", "H", "H", "H", "H", "C", "C", "C", "C", "C", "C", "C", "H", "H", "H", "H", "H", "C", "O", "C", "O", "H", "H", "H"],
  "xyz": [[-0.044, 0.028, 0.141], [-3.317, -1.951, -0.579], [-4.086, -0.759, -1.159], [-3.262, 0.531, -1.004], [-1.907, 0.359, -1.523], [-1.729, 0.381, -2.822], [-2.726, 0.822, -3.743], [-2.817, 0.777, -5.124], [-2.022, 0.156, -6.071], [-0.853, -0.545, -5.764], [-0.158, -0.627, -4.586], [-0.353, 0.005, -3.300], [0.600, 0.185, -2.448], [1.965, -0.118, -2.843], [2.350, -1.596, -2.642], [2.687, -1.964, -1.194], [1.514, -2.069, -0.365], [1.018, -3.173, 0.064], [1.415, -4.482, -0.396], [1.382, -5.685, 0.259], [0.930, -5.992, 1.548], [0.239, -5.124, 2.382], [-0.256, -3.846, 2.177], [-0.130, -2.988, 1.053], [-0.874, -1.940, 0.828], [-1.980, -1.473, 1.669], [-3.269, -2.008, 0.965], [-2.302, -1.910, -0.969], [-3.740, -2.889, -0.951], [-5.041, -0.639, -0.634], [-4.321, -0.935, -2.213], [-3.176, 0.757, 0.057], [-3.774, 1.388, -1.457], [-3.575, 1.301, -3.279], [-3.701, 1.275, -5.517], [-2.346, 0.178, -7.105], [-0.407, -1.099, -6.587], [0.730, -1.240, -4.636], [2.636, 0.506, -2.246], [2.124, 0.159, -3.892], [3.231, -1.809, -3.257], [1.544, -2.243, -3.001], [3.285, -1.142, -0.781], [3.315, -2.865, -1.164], [1.837, -4.485, -1.395], [1.796, -6.521, -0.301], [1.116, -6.995, 1.914], [-0.006, -5.532, 3.361], [-0.839, -3.445, 2.998], [-3.136, -0.130, 2.190], [-1.978, -1.868, 2.681], [-4.138, -1.488, 1.380], [-3.386, -3.059, 1.257], [-0.609, 4.757, -0.713], [-0.842, 3.586, -0.114], [0.287, 2.994, 0.174], [1.252, 3.860, -0.311], [0.731, 4.966, -0.838], [2.664, 3.565, -0.334], [3.533, 4.129, -1.239], [4.743, 3.656, -1.569], [4.962, 2.388, -1.078], [4.223, 1.764, -0.143], [3.214, 2.538, 0.515], [-1.263, 5.441, -1.044], [-1.826, 3.191, 0.092], [3.177, 4.988, -1.803], [5.770, 1.829, -1.546], [4.389, 0.755, 0.203], [-2.098, 0.116, 1.912], [-1.564, 0.428, 3.327], [-1.734, -0.343, 4.481], [-1.316, 0.091, 5.733], [-0.706, 1.327, 5.879], [-0.502, 2.107, 4.751], [-0.906, 1.650, 3.501], [-2.207, -1.319, 4.435], [-1.472, -0.549, 6.595], [-0.382, 1.669, 6.856], [-0.013, 3.068, 4.838], [-0.722, 2.252, 2.617], [2.413, 3.684, 3.745], [2.483, 3.636, 2.333], [3.243, 2.609, 1.857], [3.858, 1.858, 2.599], [1.658, 4.435, 3.976], [3.374, 3.978, 4.176], [2.123, 2.721, 4.160]]
}

No. 5
{
  "formula": "C37H39O3S3SeTc",
  "method": "wB97M-V/def2-TZVPD",
  "lumo_energy_ev": [-9.7351, -11.3278],
  "e_above_lowest_kj_mol": 27.11,
  "homo_ev": [-16.255, -16.345],
  "spin_multiplicity": 4,
  "homo_lumo_gap_ev": [6.52, 5.02],
  "total_charge": 3,
  "symbols": ["Tc", "O", "S", "C", "C", "C", "C", "S", "O", "C", "C", "C", "C", "C", "C", "C", "C", "C", "C", "C", "C", "H", "H", "H", "H", "H", "H", "H", "H", "H", "H", "H", "H", "H", "H", "H", "H", "H", "H", "O", "S", "C", "C", "C", "C", "C", "C", "C", "C", "C", "C", "C", "C", "H", "H", "H", "H", "H", "H", "H", "H", "H", "H", "C", "C", "C", "C", "C", "C", "Se", "C", "C", "C", "H", "H", "H", "H", "H", "H", "H", "H", "H", "H", "H"],
  "xyz": [[1.339, -0.045, 0.281], [2.814, -1.153, 0.841], [3.869, -2.289, 0.961], [2.810, -3.731, 1.333], [1.805, -4.012, 0.224], [0.599, -4.828, 0.705], [-0.418, -4.026, 1.507], [-1.291, -2.667, 0.644], [-0.327, -1.472, 0.613], [-1.396, -3.284, -1.041], [-0.476, -2.917, -2.012], [-0.664, -3.347, -3.317], [-1.771, -4.120, -3.643], [-2.691, -4.474, -2.666], [-2.508, -4.053, -1.357], [4.329, -2.655, -0.733], [5.171, -3.746, -0.909], [5.557, -4.089, -2.195], [5.124, -3.331, -3.275], [4.308, -2.226, -3.077], [3.906, -1.877, -1.796], [2.328, -3.469, 2.277], [3.489, -4.566, 1.513], [2.297, -4.546, -0.588], [1.447, -3.067, -0.181], [0.939, -5.657, 1.330], [0.109, -5.269, -0.164], [0.017, -3.541, 2.384], [-1.229, -4.671, 1.854], [0.385, -2.306, -1.761], [0.060, -3.084, -4.077], [-1.916, -4.447, -4.664], [-3.554, -5.074, -2.920], [-3.226, -4.321, -0.589], [5.524, -4.320, -0.060], [6.202, -4.943, -2.348], [5.441, -3.593, -4.275], [3.998, -1.624, -3.921], [3.289, -0.999, -1.640], [0.074, 0.998, -0.506], [1.974, 1.626, 1.986], [1.804, 3.302, 1.378], [0.572, 3.891, 1.119], [0.525, 5.227, 0.759], [1.695, 5.974, 0.676], [2.920, 5.376, 0.936], [2.984, 4.034, 1.274], [0.661, 1.436, 3.196], [-0.674, 1.251, 2.852], [-1.621, 1.148, 3.858], [-1.238, 1.208, 5.193], [0.100, 1.356, 5.525], [1.056, 1.476, 4.527], [-0.347, 3.329, 1.209], [-0.433, 5.690, 0.562], [1.650, 7.025, 0.426], [3.827, 5.963, 0.900], [3.939, 3.567, 1.478], [-0.979, 1.177, 1.817], [-2.665, 1.030, 3.601], [-1.985, 1.131, 5.970], [0.401, 1.390, 6.563], [2.100, 1.606, 4.783], [-5.376, 5.185, -1.153], [-4.352, 4.112, -1.092], [-3.069, 4.304, -1.623], [-2.132, 3.296, -1.635], [-0.779, 3.506, -2.246], [-2.514, 2.040, -1.092], [-1.420, 0.531, -1.333], [-3.791, 1.816, -0.513], [-4.201, 0.490, 0.073], [-4.670, 2.872, -0.506], [-4.958, 6.142, -1.457], [-5.892, 5.295, -0.198], [-6.147, 4.906, -1.879], [-2.825, 5.259, -2.071], [-0.624, 4.553, -2.492], [-0.679, 2.929, -3.169], [0.013, 3.197, -1.561], [-3.360, -0.048, 0.512], [-4.652, -0.140, -0.699], [-4.954, 0.630, 0.847], [-5.646, 2.750, -0.051]]
}